No. 1
A cluster of 2 separate species, C6H10O in total, computed with ωB97M-V/def2-TZVPD.

```
17
Properties=species:S:1:pos:R:3:mulliken_charge:R:1
C 0.7561 0.5937 -1.6502 -1.287
C 0.3127 -0.8260 -1.3829 0.216
C 1.0738 -1.6811 -0.4100 -0.596
C -0.3009 -1.1848 -0.0596 -0.450
H 1.5464 0.6305 -2.4090 0.345
H 1.1513 1.0537 -0.7358 0.263
H -0.0777 1.2129 -2.0037 0.293
H -0.0946 -1.3462 -2.2482 0.325
H 1.2005 -2.7370 -0.6298 0.255
H 1.9167 -1.2270 0.1063 0.237
H -1.1232 -1.8946 -0.0377 0.281
H -0.3656 -0.4000 0.6879 0.100
C -0.9207 1.8233 1.7580 -1.102
C -1.7083 1.1508 2.5666 0.900
O -2.4060 0.5539 3.2860 -0.360
H -1.1495 1.8638 0.7003 0.324
H -0.0323 2.2974 2.1533 0.255
```

## Properties
E_HOMO = -0.345 Ha
ΔE to the lowest compared entry with this formula, charge and spin = 1.555 eV
Total charge = 0
Gap between HOMO and LUMO = 0.3770 Eh
Structure (SMILES) = CC1CC1.C=C=O

No. 2
A structure of composition C16H11BrN3O2Tc, computed with ωB97M-V/def2-TZVPD.

```
34
Properties=species:S:1:pos:R:3:mulliken_charge:R:1
Tc -0.0651 -0.2516 -0.0537 1.648
Br -3.5587 0.3251 -2.3016 0.144
C -2.9833 -1.4515 -2.0068 0.475
C -3.7426 -2.4980 -2.5480 -0.385
C -3.3343 -3.8045 -2.3410 -0.467
C -2.1806 -4.0533 -1.6012 -0.471
C -1.5168 -2.9363 -1.1190 0.873
N -1.8739 -1.6766 -1.2949 -0.285
C -0.2187 -3.2094 -0.2864 0.189
O 0.1792 -4.2992 -0.0765 -0.387
O 0.2053 -2.0431 0.0418 -0.517
H -4.6379 -2.2842 -3.1211 0.441
H -3.8984 -4.6424 -2.7458 0.503
H -1.7941 -5.0426 -1.3941 0.543
C 3.5650 -0.5957 2.2937 -0.805
C 3.8742 0.7354 2.5547 -0.423
C 3.0480 1.7350 2.0618 -0.621
C 1.9245 1.3909 1.3151 0.427
N 1.6330 0.0851 1.0667 -0.445
C 2.4310 -0.8695 1.5433 -0.080
C 0.9737 2.3428 0.7389 0.874
C 1.0468 3.7285 0.8487 -0.523
C 0.0673 4.5103 0.2463 -0.489
C -0.9609 3.8855 -0.4512 -0.757
C -0.9737 2.5019 -0.5216 0.803
N -0.0356 1.7371 0.0548 -0.038
H 4.1796 -1.4062 2.6574 0.471
H 4.7538 0.9833 3.1384 0.485
H 3.2738 2.7719 2.2553 0.390
H 2.1623 -1.8991 1.3222 0.404
H 1.8502 4.1968 1.3927 0.432
H 0.1068 5.5911 0.3205 0.494
H -1.7386 4.4591 -0.9316 0.440
H -1.7615 1.9833 -1.0576 -0.345
```

## Properties
E_HOMO (spin up / spin down) = -0.696 / -0.696 Ha
2S+1 = 2
Expectation value of S² = 0.77
Total charge = +3
Gap between HOMO and LUMO (spin up / spin down) = 0.2139 / 0.1537 Eh

No. 3
An isolated molecule of C5H9NO, computed with ωB97M-V/def2-TZVPD.

```
16
Properties=species:S:1:pos:R:3:mulliken_charge:R:1
C -1.4730 0.8457 0.5300 -1.545
C -0.1671 0.1997 0.0938 1.447
C 1.1519 0.7623 0.6447 -1.444
C -0.0370 -1.3439 0.1509 -0.656
N 0.6685 -1.2504 -1.1296 -0.201
C 0.1867 0.0175 -1.3977 0.085
O 0.1496 0.7006 -2.3888 -0.619
H -1.5291 1.8979 0.2345 0.335
H -1.5948 0.8066 1.6197 0.357
H -2.3372 0.3338 0.0896 0.377
H 1.2875 1.8135 0.3713 0.328
H 1.9157 0.1377 0.1561 0.368
H 1.2440 0.6596 1.7293 0.376
H 0.5203 -1.7420 1.0079 0.281
H -0.9930 -1.8649 0.0320 0.311
H 1.0070 -1.9738 -1.7435 0.200
```

## Properties
E_HOMO = -0.353 Ha
ΔE to the lowest compared entry with this formula, charge and spin = 1.073 eV
Total charge = 0
Gap between HOMO and LUMO = 0.3846 Eh
Structure (SMILES) = CC1(C)CNC1=O

No. 4
An isolated molecule of C5H4N2O, computed with ωB97M-V/def2-TZVPD.

```
12
Properties=species:S:1:pos:R:3:mulliken_charge:R:1
C 2.5940 0.1525 0.1263 -0.617
C 1.7277 -0.8148 -0.1383 -0.373
C 0.2295 -0.5682 -0.1232 0.651
N -0.6502 -1.4891 0.0154 -0.590
C -1.9002 -0.7402 0.0675 -0.003
N -1.8675 0.5003 0.0391 -0.420
C -0.4942 0.8426 -0.0773 0.580
O -0.0674 2.0001 -0.0176 -0.479
H 3.6231 -0.2719 0.5284 0.165
H 2.4257 1.1338 -0.0113 0.423
H 2.0648 -1.8521 -0.1644 0.340
H -2.8916 -1.3196 0.2764 0.324
```

## Properties
E_HOMO = -0.376 Ha
ΔE to the lowest compared entry with this formula, charge and spin = 1.787 eV
Total charge = 0
Gap between HOMO and LUMO = 0.3182 Eh
Structure (SMILES) = C=CC1=NC=NC1=O

No. 5
A structure of composition C6H16F2O6S2Tl, computed with ωB97M-V/def2-TZVPD.

```
33
Properties=species:S:1:pos:R:3:mulliken_charge:R:1
Tl -0.5823 -0.1604 -0.2087 0.997
F -2.0295 2.5785 2.3577 -0.216
F 3.1506 -1.3861 0.5803 -0.182
O 0.0792 -0.8601 4.7402 -0.511
S -0.4622 -1.2335 6.0401 1.132
O -0.8738 -2.6284 6.3072 -0.533
O 0.7154 -0.7876 7.0873 -0.263
C 0.6312 -1.2595 8.4528 -0.162
C 1.1750 -0.2357 9.3560 -1.093
C -1.7225 0.0598 6.4909 -0.851
H 1.1640 -2.2013 8.5843 0.338
H -0.4016 -1.3988 8.7724 0.320
H 2.0757 0.1892 8.9128 0.301
H 1.5871 -0.6742 10.2648 0.351
H 0.3320 0.4341 9.5259 0.276
H -2.5577 -0.0734 5.8032 0.383
H -1.3331 1.0750 6.4152 0.327
H -2.1084 -0.2320 7.4677 0.342
O -2.1940 0.8531 -7.2395 -0.587
S -0.9928 0.7669 -6.4681 1.097
O -1.1358 0.5600 -5.0515 -0.593
O -0.0367 -0.4043 -7.1052 -0.304
C -0.0479 -0.6178 -8.5027 -0.199
C 1.2549 -0.1648 -9.1508 -1.068
C 0.0166 2.1745 -6.8221 -0.857
H -0.8888 -0.1469 -9.0119 0.349
H -0.0491 -1.6929 -8.6818 0.273
H 1.4283 0.9099 -9.0945 0.278
H 1.1808 -0.2015 -10.2377 0.371
H 2.1777 -0.6496 -8.8322 0.301
H -0.5248 3.0018 -6.3633 0.355
H -0.0799 2.2181 -7.9069 0.297
H 1.0522 2.1878 -6.4823 0.332
```

## Properties
E_HOMO = -0.488 Ha
ΔE to the lowest compared entry with this formula, charge and spin = 4.309 eV
Total charge = +1
Gap between HOMO and LUMO = 0.0516 Eh

No. 6
An isolated molecule of C2H4OS2, computed with ωB97M-V/def2-TZVPD.

```
9
Properties=species:S:1:pos:R:3:mulliken_charge:R:1
C -0.8464 0.5933 0.1038 -1.098
C -1.0842 -0.7037 -0.2616 -0.042
S -0.0543 -1.9637 0.3132 0.024
O 1.8192 -1.0406 0.3490 -0.355
S 1.9699 0.2730 -0.4313 0.114
H -1.1961 1.5141 -0.2974 0.263
H -0.3559 0.7591 0.9429 0.686
H -1.8850 -0.7719 -1.0796 0.265
H 1.6327 1.3405 0.3610 0.143
```

## Properties
E_HOMO = -0.321 Ha
ΔE to the lowest compared entry with this formula, charge and spin = 3.498 eV
Total charge = 0
Gap between HOMO and LUMO = 0.2782 Eh
Structure (SMILES) = C=CSOS

No. 7
A structure of composition C13H10BrI, computed with ωB97M-V/def2-TZVPD.

```
25
Properties=species:S:1:pos:R:3:mulliken_charge:R:1
C 3.1279 -0.6844 -1.0655 -0.218
C -3.4543 0.1444 -0.4971 -0.604
C 2.5530 -1.6783 -0.2633 -0.786
C 2.9807 0.6661 -0.7349 -0.889
C -3.5553 0.3207 0.9270 -0.390
C -2.2431 0.0723 -1.0538 -0.627
C 1.7865 -1.3274 0.8489 -0.138
C 2.1034 0.9656 0.3617 -0.035
C -2.4188 0.6228 1.6546 -0.446
C -1.0609 0.3433 -0.3749 -0.364
C 1.5177 0.0101 1.1618 0.746
C -1.2746 0.5520 0.9765 0.874
C 0.6242 0.4365 2.2045 -0.683
Br 0.0472 -0.8414 3.5431 -0.083
I 0.8631 2.2987 3.1030 0.204
H 3.8181 -0.9004 -1.9398 0.292
H -4.3748 0.1200 -1.0604 0.376
H 2.8877 -2.6799 -0.4172 0.402
H 3.3327 1.4461 -1.3030 0.458
H -4.3900 0.2419 1.5664 0.370
H -2.1222 -0.1824 -2.0472 0.429
H 1.6119 -2.0643 1.6091 0.296
H 1.7029 1.9827 0.2578 0.221
H -2.5485 0.6451 2.7768 0.276
H -0.0994 0.2817 -0.8235 0.320
```

## Properties
E_HOMO = -0.299 Ha
ΔE to the lowest compared entry with this formula, charge and spin = 2.081 eV
Total charge = 0
Gap between HOMO and LUMO = 0.3033 Eh

No. 8
An isolated molecule of C3H7N3O, computed with ωB97M-V/def2-TZVPD.

```
14
Properties=species:S:1:pos:R:3:mulliken_charge:R:1
C -1.2025 -1.0209 1.3874 -0.786
N -0.1104 -0.0789 1.1781 -0.273
C 0.2548 0.2375 -0.1229 0.534
O 0.1289 -0.7551 -1.1657 -0.550
N -0.2884 1.2797 -1.0795 -0.536
C 0.7556 0.4447 -1.7064 0.199
N 1.6522 0.5888 -0.5343 -0.680
H -1.2472 -1.7116 0.5429 0.327
H -2.1796 -0.5355 1.4827 0.272
H -1.0041 -1.5981 2.2958 0.258
H -0.1701 0.7532 1.7506 0.259
H 0.1288 2.1855 -0.8400 0.261
H 1.0592 0.4695 -2.7503 0.449
H 2.2228 -0.2587 -0.4384 0.266
```

## Properties
E_HOMO = -0.350 Ha
ΔE to the lowest compared entry with this formula, charge and spin = 4.067 eV
Total charge = 0
Gap between HOMO and LUMO = 0.3885 Eh

no.,largest force on an atom (eV Å⁻¹),DFT total energy (eV)
1,1.018,-8429.6855
2,4.011,-97543.4466
3,0.805,-8868.1396
4,5.640,-10274.9750
5,3.292,-50545.0628
6,4.644,-25852.9970
7,5.453,-91782.6576
8,0.743,-9738.9659